Computed, not measured: C34H44N8OPSZr as an isolated structure, with ωB97M-V/def2-TZVPD.

Last column: Löwdin charge in e.
Geometry (Å):
Zr  0.03  0.38  -0.54  1.632
C  0.24  -2.00  -3.13  -0.015
C  0.25  -2.66  -1.79  -0.279
C  0.12  -4.05  -1.74  0.018
C  0.12  -4.71  -0.53  0.016
C  0.30  -3.96  0.63  0.021
C  0.46  -2.60  0.52  -0.207
N  0.40  -1.94  -0.67  0.024
C  0.83  -1.74  1.67  -0.171
C  1.35  -2.22  2.85  0.049
C  1.86  -1.32  3.78  0.041
C  1.84  0.04  3.50  0.050
C  1.26  0.45  2.32  -0.181
N  0.74  -0.42  1.43  0.001
C  1.02  1.87  1.98  -0.203
C  1.68  2.91  2.59  0.036
C  1.24  4.21  2.35  0.033
C  0.10  4.39  1.59  0.027
C  -0.51  3.30  0.98  -0.278
C  -1.82  3.49  0.29  -0.018
N  0.00  2.06  1.09  0.019
H  1.01  -2.45  -3.76  0.118
H  0.45  -0.93  -3.08  0.017
H  -0.73  -2.16  -3.62  0.089
H  0.02  -4.59  -2.67  0.141
H  0.01  -5.78  -0.48  0.138
H  0.34  -4.44  1.60  0.129
H  1.41  -3.29  3.04  0.130
H  2.29  -1.68  4.71  0.142
H  2.23  0.75  4.21  0.134
H  2.52  2.72  3.24  0.134
H  1.75  5.06  2.80  0.140
H  -0.34  5.37  1.48  0.141
H  -2.53  3.92  1.01  0.115
H  -2.25  2.55  -0.06  0.055
H  -1.74  4.20  -0.53  0.089
C  1.48  4.53  -5.13  0.007
C  0.89  3.67  -4.07  -0.258
C  -0.46  3.78  -3.69  0.031
C  -0.91  2.99  -2.67  -0.132
N  -0.07  2.15  -2.02  -0.099
C  1.19  2.06  -2.50  -0.772
S  2.14  0.80  -1.72  0.680
N  1.69  2.78  -3.48  0.150
H  0.79  4.64  -5.97  0.101
H  2.43  4.13  -5.46  0.099
H  1.64  5.54  -4.72  0.113
H  -1.12  4.46  -4.19  0.136
H  -1.94  3.01  -2.34  0.099
O  -1.81  -0.09  -1.20  -0.451
P  -3.13  -0.68  -1.82  0.623
N  -4.39  0.16  -1.23  -0.178
C  -5.63  -0.43  -0.66  -0.152
C  -6.73  0.60  -0.97  -0.134
C  -6.14  1.49  -2.07  -0.146
C  -4.67  1.53  -1.70  -0.178
N  -3.25  -2.22  -1.33  -0.174
C  -3.31  -2.55  0.12  -0.173
C  -4.18  -3.80  0.17  -0.139
C  -3.83  -4.51  -1.14  -0.141
C  -3.74  -3.36  -2.15  -0.166
N  -2.99  -0.58  -3.43  -0.169
C  -2.11  0.35  -4.17  -0.195
C  -2.41  0.03  -5.62  -0.139
C  -3.91  -0.22  -5.60  -0.135
C  -4.13  -1.00  -4.30  -0.153
H  -5.53  -0.58  0.41  0.113
H  -5.83  -1.40  -1.13  0.111
H  -6.94  1.20  -0.08  0.122
H  -7.66  0.13  -1.27  0.125
H  -6.60  2.48  -2.11  0.127
H  -6.27  1.02  -3.05  0.109
H  -4.50  2.25  -0.89  0.116
H  -4.02  1.79  -2.54  0.097
H  -3.72  -1.72  0.70  0.105
H  -2.30  -2.76  0.49  0.097
H  -5.23  -3.53  0.19  0.120
H  -3.97  -4.41  1.05  0.126
H  -4.58  -5.24  -1.44  0.129
H  -2.87  -5.02  -1.06  0.104
H  -4.72  -3.15  -2.57  0.113
H  -3.04  -3.57  -2.97  0.113
H  -1.06  0.21  -3.90  0.082
H  -2.38  1.39  -3.96  0.091
H  -1.87  -0.86  -5.93  0.124
H  -2.12  0.84  -6.29  0.126
H  -4.26  -0.79  -6.46  0.128
H  -4.46  0.72  -5.59  0.121
H  -4.09  -2.07  -4.47  0.107
H  -5.09  -0.76  -3.83  0.109

Calculated values
HOMO energy	-16.6871	eV
M	735.0	g/mol
net charge	+3
LUMO	-9.21	eV
energy relative to the best compared isomer or geometry (same formula, charge and spin)	11.18	kJ/mol
gap between HOMO and LUMO	7.48	eV